28
Properties=species:S:1:pos:R:3:lowdin_charge:R:1 method="wB97M-V/def2-TZVPD" homo_lumo_gap_ev=10.360 spin_multiplicity=1 e_above_lowest_ev=0.446 homo_energy_ev=-10.350 smiles=ClC(Cl)Cl.ClC(Cl)Cl.ClC(Cl)Cl.ClC(Cl)Cl.BrCCBr energy_ev=-296705.278
Cl -5.35 -0.14 -0.31 0.5160
C -4.15 -0.79 -1.45 -1.4986
Cl -2.54 -0.11 -1.28 0.5275
Cl -4.83 -0.52 -3.10 0.4860
H -4.10 -1.86 -1.23 0.0164
Cl 2.62 -3.91 0.88 0.5019
C 1.55 -3.60 -0.54 -1.5637
Cl -0.13 -3.73 -0.17 0.5218
Cl 1.93 -4.72 -1.86 0.5193
H 1.77 -2.60 -0.89 -0.0245
Cl 1.75 0.09 0.25 0.4862
C 0.81 1.51 -0.34 -1.4270
Cl 1.90 2.77 -1.01 0.5393
Cl -0.24 2.12 1.03 0.4954
H 0.15 1.22 -1.15 -0.0114
Cl 5.05 1.05 -3.71 0.5166
C 5.25 2.68 -3.06 -1.5874
Cl 5.21 3.92 -4.29 0.5337
Cl 6.81 2.74 -2.28 0.5257
H 4.44 2.90 -2.37 -0.0304
Br -0.66 -1.18 2.26 0.5638
C -1.62 -0.23 3.73 -0.6082
C -2.83 0.45 3.04 -0.6864
Br -4.10 1.33 4.32 0.5539
H -0.96 0.52 4.15 0.0577
H -1.86 -0.96 4.50 0.0541
H -3.43 -0.21 2.42 0.0270
H -2.43 1.28 2.46 -0.0047


22
Properties=species:S:1:pos:R:3:lowdin_spin:R:1 method="wB97M-V/def2-TZVPD" homo_lumo_gap_ev="6.763 / 2.037" spin_multiplicity=2 s2=0.757 homo_energy_ev="-12.068 / -12.068" energy_ev=-430689.668 total_charge=+1
O -20.38 -14.75 -4.60 0.0000
C -20.69 -14.17 -3.55 0.0000
O -19.95 -14.22 -2.43 0.0000
C -20.31 -13.23 -1.51 0.0000
C -21.07 -12.15 -2.28 0.0000
C -21.67 -12.92 -3.45 0.0000
H -19.37 -12.88 -1.08 0.0000
H -20.89 -13.67 -0.69 0.0000
H -20.15 -11.64 -2.56 0.0000
H -21.79 -11.55 -1.72 0.0000
H -21.47 -12.28 -4.31 0.0000
H -22.74 -13.10 -3.40 0.0000
C -24.73 -13.19 -5.64 0.0000
Br -25.47 -13.98 -7.36 0.0001
Br -25.49 -14.37 -4.22 0.0004
Br -25.34 -11.40 -5.11 0.0000
H -23.65 -13.33 -5.72 0.0000
C -27.09 -16.59 -9.30 -0.0233
Br -28.46 -16.82 -10.70 0.0514
Br -25.33 -17.29 -9.76 0.4153
Br -27.62 -17.74 -7.78 0.5571
H -26.99 -15.59 -8.88 -0.0011


19
Properties=species:S:1:pos:R:3:lowdin_charge:R:1 method="wB97M-V/def2-TZVPD" homo_lumo_gap_ev=8.386 spin_multiplicity=1 e_above_lowest_ev=1.157 homo_energy_ev=-13.761 energy_ev=-83457.640 total_charge=+1
C 1.79 0.56 -1.89 0.0875
C 1.67 -0.58 -1.21 -0.1335
C 1.27 -0.77 0.16 -0.1059
C 0.33 -0.31 1.01 -0.0228
N -0.81 0.50 0.88 0.0712
C -1.86 0.42 0.11 -0.6442
C -3.02 1.29 0.33 -0.0561
Br -1.88 -0.79 -1.31 0.9850
N 2.18 -1.76 0.87 -0.3584
O 2.68 -2.60 0.18 0.1351
O 2.30 -1.63 2.05 0.1074
H 2.20 0.57 -2.88 0.0784
H 1.49 1.51 -1.48 0.0757
H 2.07 -1.50 -1.65 0.1179
H 0.48 -0.61 2.05 0.1464
H -0.88 1.15 1.66 0.1877
H -2.86 1.99 1.15 0.1017
H -3.91 0.70 0.55 0.1160
H -3.26 1.85 -0.58 0.1109


19
Properties=species:S:1:pos:R:3:lowdin_charge:R:1 method="wB97M-V/def2-TZVPD" homo_lumo_gap_ev=9.281 spin_multiplicity=1 e_above_lowest_ev=3.590 homo_energy_ev=-14.473 energy_ev=-83455.207 total_charge=+1
C 0.10 0.68 1.69 -0.0447
C -0.13 -0.58 1.49 0.1064
C 0.40 1.07 -0.74 -0.0048
C 0.31 1.49 0.51 -0.1416
C -0.48 -1.15 -0.37 -0.5529
C -0.04 -2.66 -0.72 -0.0515
N 0.25 2.91 0.80 -0.3254
N 0.29 -0.23 -1.29 0.0496
O 0.04 3.37 1.90 0.1477
O 0.38 3.59 -0.20 0.0946
Br -2.53 -0.67 -0.58 0.6717
H 0.03 1.17 2.64 0.1329
H -0.32 -1.49 2.01 0.0931
H 0.61 2.04 -1.33 0.1861
H 1.04 -2.57 -0.49 0.0901
H -0.27 -3.04 -1.74 0.1030
H -0.55 -3.15 0.14 0.0913
H -0.31 -0.19 -2.11 0.1674
H 1.17 -0.60 -1.61 0.1870


21
Properties=species:S:1:pos:R:3:lowdin_charge:R:1 method="wB97M-V/def2-TZVPD" homo_lumo_gap_ev=5.826 spin_multiplicity=1 homo_energy_ev=-16.963 energy_ev=-23179.259 total_charge=+2
O 3.66 0.83 -1.15 -0.0435
C 2.68 0.45 -0.47 -0.7204
O 1.76 1.35 -0.27 -0.1431
O 2.72 -0.71 0.09 0.1147
C 1.55 -1.29 0.71 -0.0893
C 0.40 -1.37 -0.25 -0.0466
C -0.87 -1.42 0.17 -0.0399
C -2.01 -0.98 -0.67 -0.0954
Cd 3.31 2.73 -0.64 1.6883
H 1.29 -0.71 1.60 0.1505
H 1.88 -2.29 1.00 0.1612
H 0.62 -1.46 -1.32 0.1514
H -1.09 -1.62 1.23 0.1424
H -2.94 -1.43 -0.30 0.1471
H -1.89 -1.28 -1.72 0.1521
O -2.38 0.41 -0.73 0.0977
C -2.15 1.38 0.10 -0.5321
O -1.09 2.02 -0.04 0.1195
H -2.79 2.38 1.61 0.1891
O -2.85 1.50 1.18 0.2704
H 0.18 1.53 -0.13 0.3259


21
Properties=species:S:1:pos:R:3:lowdin_spin:R:1 method="wB97M-V/def2-TZVPD" homo_lumo_gap_ev="6.284 / 6.693" spin_multiplicity=3 s2=2.006 homo_energy_ev="-5.575 / -8.923" energy_ev=-59344.557
C -0.61 1.60 -0.75 0.7541
C 1.06 -1.30 1.35 0.0180
C 0.29 2.65 -0.13 0.0758
C 0.75 -2.25 0.27 0.0007
C -0.21 0.86 0.29 0.6144
C -0.24 -0.51 0.85 0.0723
O -3.10 -0.49 -1.09 0.0030
O 0.58 1.80 0.97 0.2407
O -0.40 -1.54 -0.14 0.0177
P -3.78 0.37 0.03 0.0195
Cl -1.46 -0.59 2.11 0.0901
Cl -5.01 1.39 -1.14 0.0039
Cl -5.10 -0.81 0.90 0.0084
H -0.91 1.46 -1.78 0.0461
H -2.44 -1.03 -0.66 -0.0002
H 1.13 -1.48 2.37 0.0020
H 1.93 -0.63 1.25 0.0016
H 1.16 2.81 -0.72 0.0129
H -0.27 3.62 0.18 0.0186
H 1.39 -2.30 -0.58 0.0003
H 0.62 -3.32 0.67 0.0002


18
Properties=species:S:1:pos:R:3:lowdin_charge:R:1 method="wB97M-V/def2-TZVPD" homo_lumo_gap_ev=9.600 spin_multiplicity=1 e_above_lowest_ev=4.646 homo_energy_ev=-14.581 energy_ev=-23890.191 total_charge=+1
C -0.19 2.01 0.05 0.0493
C 1.19 1.92 0.09 0.0303
C -0.91 0.79 -0.02 -0.2224
C 1.83 0.60 0.08 -0.6192
C -2.43 0.77 -0.11 -0.0082
C 0.71 -2.85 0.06 -0.1603
N -0.24 -0.35 -0.08 0.1582
N 0.97 -0.36 0.05 -0.0036
O 1.69 -1.98 0.10 -0.0301
Cl 3.49 0.39 0.13 0.8856
H -0.65 3.06 0.04 0.1748
H 1.83 2.76 0.03 0.1118
H -2.81 -0.17 -0.21 0.0300
H -3.05 1.19 0.81 0.1450
H -2.81 1.36 -1.04 0.1311
H 0.29 -2.94 0.99 0.0711
H 1.21 -3.72 -0.48 0.1648
H -0.13 -2.47 -0.50 0.0916


19
Properties=species:S:1:pos:R:3:lowdin_charge:R:1 method="wB97M-V/def2-TZVPD" homo_lumo_gap_ev="6.688 / 6.700" spin_multiplicity=1 e_above_lowest_ev=0.934 homo_energy_ev="-13.236 / -13.236" smiles="CO/C(=C/C(C)=C/Cl)N=[N+]=O" energy_ev=-25935.546 total_charge=+1
C 1.54 3.08 0.33 0.0299
O 1.75 1.65 0.09 -0.0132
C 0.72 0.89 0.06 -0.3045
C 0.85 -0.48 0.19 0.0585
C -0.23 -1.50 -0.05 -0.2238
C -0.61 -2.56 0.93 -0.0378
C -0.83 -1.44 -1.38 -0.4664
Cl -2.28 -2.28 -1.68 0.7889
N -0.62 1.39 -0.24 0.2663
N -1.51 0.70 -0.64 -0.0971
O -2.64 0.66 -0.90 0.2001
H 2.59 3.22 0.80 0.1436
H 0.78 3.12 1.10 0.0939
H 1.40 3.71 -0.50 0.0834
H 1.81 -0.85 0.36 0.1197
H -1.64 -3.03 0.83 0.0996
H -0.83 -2.12 1.87 0.0788
H 0.22 -3.24 1.05 0.1043
H -0.47 -0.94 -2.22 0.0758


19
Properties=species:S:1:pos:R:3:lowdin_charge:R:1 method="wB97M-V/def2-TZVPD" homo_lumo_gap_ev=8.293 spin_multiplicity=1 e_above_lowest_ev=3.985 homo_energy_ev=-8.812 energy_ev=-26501.354
C -1.65 -1.42 -0.71 -0.1645
C -0.26 -1.75 -0.28 -0.1291
C 0.63 -0.53 -0.34 -0.1882
C 0.18 0.68 0.41 -0.1960
C -1.09 1.41 -0.07 -0.1644
C -2.31 0.57 0.05 -0.6375
N -2.72 0.02 1.26 -0.4520
O -1.84 -0.17 2.09 0.0359
O -2.53 -1.93 -1.28 0.1505
O -3.89 -0.22 1.44 0.0473
Cl -3.59 0.84 -1.08 0.7637
H -0.28 -2.35 0.67 0.1453
H 0.23 -2.68 -0.88 0.1771
H 1.52 -0.79 0.17 0.1144
H 0.78 -0.25 -1.35 0.1157
H 0.05 0.56 1.44 0.0868
H 0.92 1.35 0.32 0.0780
H -1.12 2.27 0.59 0.1284
H -1.06 1.75 -1.07 0.0888


19
Properties=species:S:1:pos:R:3:lowdin_charge:R:1 method="wB97M-V/def2-TZVPD" homo_lumo_gap_ev=4.221 spin_multiplicity=1 e_above_lowest_ev=1.294 homo_energy_ev=-1.621 energy_ev=-66851.714 total_charge=-1
Cu 2.49 -2.09 2.12 -0.0428
O 2.49 -2.09 3.64 -0.9481
C -2.45 -1.08 -0.34 -0.0248
C -1.08 -0.47 -0.33 -0.3013
C -0.86 0.85 -0.37 0.0144
C 0.56 1.25 -0.35 -0.3001
N 1.56 0.43 -0.31 0.1140
C 1.30 -0.91 -0.27 -0.8155
S 2.49 -2.09 -0.21 0.5264
N -0.01 -1.33 -0.28 0.0852
C 0.86 2.73 -0.39 -0.0373
H -3.23 -0.32 -0.38 0.0803
H -2.60 -1.68 0.56 0.0926
H -2.57 -1.74 -1.21 0.0856
H -1.64 1.59 -0.41 0.1030
H -0.16 -2.33 -0.26 0.1344
H -0.05 3.33 -0.43 0.0645
H 1.47 2.95 -1.28 0.0814
H 1.43 3.01 0.50 0.0879


16
Properties=species:S:1:pos:R:3:lowdin_charge:R:1 method="wB97M-V/def2-TZVPD" homo_lumo_gap_ev=10.358 spin_multiplicity=1 e_above_lowest_ev=0.791 homo_energy_ev=-9.256 smiles="F[C@H]1C[C@H]2C=C[C@@H]1N2" energy_ev=-10558.267
F 1.21 1.73 0.23 -0.0260
C 0.10 1.01 0.68 -0.2582
C -1.02 0.94 -0.39 -0.0652
C -1.13 -0.60 -0.60 -0.2997
C 0.15 -1.03 -1.30 -0.0466
C 1.11 -0.95 -0.41 -0.0375
C 0.45 -0.48 0.90 -0.2486
N -0.92 -1.03 0.80 0.0135
H -0.20 1.46 1.60 0.1326
H -1.95 1.33 0.00 0.1068
H -0.74 1.46 -1.28 0.1126
H -2.09 -0.93 -1.01 0.1400
H 0.26 -1.27 -2.37 0.1106
H 2.19 -1.05 -0.53 0.1096
H 0.95 -0.69 1.83 0.1361
H -0.85 -2.06 0.83 0.1200


19
Properties=species:S:1:pos:R:3:lowdin_charge:R:1 method="wB97M-V/def2-TZVPD" homo_lumo_gap_ev="8.020 / 8.021" spin_multiplicity=1 e_above_lowest_ev=7.695 homo_energy_ev="-8.105 / -8.106" energy_ev=-16692.707
C 1.97 0.09 -0.05 -0.0468
C 0.58 -1.97 0.40 -0.0497
C 1.20 1.46 0.11 -0.1306
C -0.69 -1.44 -0.30 -0.1806
C -0.32 1.20 -0.21 -0.1229
C -1.09 -0.09 0.34 -0.2142
N -2.54 0.13 0.07 -0.3990
O -3.21 -0.81 0.43 0.0688
O -2.93 1.16 -0.41 0.0942
O 3.21 0.30 0.27 0.0592
F 1.16 -2.92 -0.32 -0.0173
H 1.34 1.69 1.10 0.0836
H 1.62 2.17 -0.50 0.0808
H -0.27 -1.37 -1.28 0.0930
H -1.55 -2.20 -0.35 0.1490
H -0.81 2.16 0.19 0.1330
H -0.45 1.15 -1.25 0.0875
H -0.91 -0.16 1.49 0.1855
H 3.69 -0.55 0.27 0.1265


21
Properties=species:S:1:pos:R:3:lowdin_spin:R:1 method="wB97M-V/def2-TZVPD" homo_lumo_gap_ev="4.583 / 5.252" spin_multiplicity=3 s2=2.017 homo_energy_ev="-1.684 / -4.229" energy_ev=-20968.024 total_charge=-1
Li -1.28 2.25 3.29 0.0041
O -0.24 1.24 2.14 0.2079
O -1.66 1.81 0.43 0.0739
C -1.60 3.22 0.65 0.0118
C -2.72 3.73 1.55 0.0004
O -2.62 3.34 2.86 0.0016
C -0.69 1.01 0.97 0.3150
H -0.62 3.48 1.09 0.0007
H -1.67 3.70 -0.35 0.0019
H -3.68 3.41 1.08 0.0003
H -2.70 4.84 1.43 0.0001
Hg 0.86 -2.36 -1.41 0.4625
O -0.47 -0.12 -1.12 0.2839
C 3.74 -2.16 -1.59 0.0858
C 3.47 -3.01 -2.58 0.0695
O 0.28 -1.13 0.71 0.2707
C -0.29 -0.11 0.16 0.2009
H 4.03 -2.51 -0.60 0.0014
H 3.68 -1.07 -1.74 0.0015
H 3.55 -4.09 -2.44 0.0023
H 3.19 -2.65 -3.58 0.0040


19
Properties=species:S:1:pos:R:3:lowdin_spin:R:1 method="wB97M-V/def2-TZVPD" homo_lumo_gap_ev="7.473 / 6.794" spin_multiplicity=3 s2=2.024 homo_energy_ev="-7.251 / -10.002" energy_ev=-22076.745
C 3.28 -0.02 1.35 0.0543
C 2.34 -0.73 1.53 0.8389
C -2.15 0.60 -0.49 0.0068
C 0.25 1.47 -0.70 0.0094
C 0.20 -1.83 0.70 0.6231
C -0.70 0.40 0.04 0.0235
N -0.24 -0.92 -0.25 0.2739
O -2.84 -0.49 -0.20 0.0067
O -2.51 1.56 -1.16 0.0013
O 0.45 0.88 -2.05 0.0006
I -0.93 -2.07 2.49 0.1307
H 4.09 0.59 1.58 -0.0073
H 1.22 1.49 -0.31 0.0010
H -0.17 2.43 -0.75 0.0012
H 0.63 -2.70 0.26 0.0306
H -0.82 0.52 1.12 0.0010
H 0.47 -0.85 -1.03 0.0043
H -2.21 -0.98 0.32 0.0000
H -0.38 0.64 -2.47 0.0002